266
Properties=species:S:1:pos:R:3:forces:R:3 method="wB97M-V/def2-TZVPD" spin_multiplicity=2 homo_lumo_gap_ha="0.089 / 0.266" charge=0 molar_mass_g_mol=1848.43 e_homo_ev="-2.80 / -7.64" energy_ev=-260867.78148 lumo_ev="-0.38 / -0.39"
S 17.76024 15.37882 15.21843 -0.1 -3.1 3.4
S 17.50121 20.29273 8.34248 -0.1 0.8 -9.6
S 17.40575 19.35031 10.48303 1.4 0.3 3.1
S 18.48612 17.17781 13.87607 0.9 9.9 -4.7
S 21.75055 21.32290 13.91446 -1.6 -1.8 5.7
S 20.00748 13.83465 18.53902 -3.9 -2.2 -7.8
S 21.04194 14.89150 20.35574 4.0 2.4 3.3
S 22.81928 21.83641 11.87018 1.7 -0.1 -3.6
P 16.03539 16.34277 21.75321 0.4 0.9 -1.0
P 20.33513 13.83067 11.69002 -1.3 -0.3 -2.5
P 11.40350 23.01091 16.54595 -0.1 2.5 -0.2
P 11.07233 14.13583 14.87962 0.2 -1.3 1.1
F 19.84756 12.35300 17.92071 0.5 -0.1 -0.4
F 21.91675 14.39468 21.62962 -0.8 -0.2 -0.8
F 20.35967 20.77611 14.49970 -0.3 0.1 -0.2
F 16.98016 21.67206 7.72944 0.1 0.8 -0.3
F 22.38377 22.62272 10.55042 -0.3 -0.4 0.4
F 19.53102 17.50808 12.64508 -0.7 -0.7 0.3
F 18.53967 14.10021 15.70857 0.3 -0.4 -0.2
F 18.13632 19.71549 11.86126 -0.3 0.1 -0.7
O 18.72289 20.07110 7.55413 -1.6 -0.3 1.5
O 17.60174 16.13195 16.46446 0.3 -0.4 -2.7
O 22.59627 20.15770 14.23679 -0.4 1.5 -1.1
O 16.04253 19.15450 10.90919 0.8 0.1 -0.7
O 18.19286 18.21759 10.00353 -1.2 1.3 0.3
O 23.80384 16.11208 17.06569 0.0 0.5 -1.7
O 21.96111 22.49897 14.72527 0.2 -0.6 -0.7
O 20.50447 14.58620 17.33711 -0.8 -1.1 3.5
O 21.93999 15.93870 19.82074 -2.3 -2.7 0.3
O 16.58129 14.73661 14.67754 1.0 1.3 -0.6
O 17.18385 17.25269 13.22046 1.4 -0.8 1.7
O 16.33541 19.47577 7.94673 1.8 0.2 1.9
O 19.80933 15.34427 20.96890 0.8 -0.7 -0.8
O 18.94561 18.21220 14.77688 -1.7 -1.1 -0.3
O 18.62169 14.01253 18.90922 0.9 1.1 0.2
O 23.69487 22.83760 12.49561 -1.8 -2.1 -0.4
O 23.42975 20.59460 11.33687 -1.2 2.5 1.4
N 21.23987 21.55178 12.46214 3.8 0.7 -1.1
N 20.99973 13.38401 19.58488 1.5 3.5 3.0
N 17.73741 20.85933 9.71587 -0.9 -3.6 4.6
N 19.06911 15.84163 14.17084 -2.6 -5.1 2.7
N 21.64481 15.64596 15.13467 1.8 -0.1 1.2
C 14.18314 13.36561 19.14904 0.1 0.3 -0.1
C 17.68186 13.43381 10.34165 0.4 1.1 0.1
C 19.80463 11.43609 13.18957 0.6 1.2 -0.7
C 20.51171 12.83776 13.17130 0.1 -0.4 -0.3
C 7.99062 24.47131 17.58130 -0.6 -2.0 0.2
C 13.86241 10.87935 14.92656 -0.4 0.9 -0.5
C 11.92385 12.51086 14.59046 -0.3 1.3 -0.8
C 12.55785 21.66224 16.95218 -0.6 -0.5 -1.6
C 25.10904 15.64947 17.37311 -0.7 -1.0 0.3
C 16.28016 14.05644 10.17430 0.1 -1.0 1.6
C 18.73890 12.86012 24.94003 -0.1 0.4 -1.5
C 13.79662 21.36855 16.03126 1.1 0.6 2.0
C 19.38262 9.33210 14.24349 -0.9 -0.5 1.8
C 21.41972 16.19968 10.39566 0.1 0.2 -0.6
C 10.79415 23.12506 12.32455 -0.1 -0.2 -0.1
C 22.26371 12.31157 10.28642 0.1 0.3 -0.8
C 21.39491 17.73636 16.44269 -0.6 -0.4 1.2
C 17.35098 17.37356 20.86485 0.4 -0.3 0.7
C 12.37571 24.59743 16.44938 -0.4 -1.6 0.3
C 18.03486 13.03082 23.54752 0.1 0.8 1.0
C 20.74761 12.69872 10.29009 1.4 0.7 0.4
C 9.36670 24.63306 18.07462 2.6 0.0 1.0
C 17.55259 14.46690 23.31667 -0.3 0.6 -0.6
C 19.12793 19.15597 18.75679 -0.6 -0.9 -0.1
C 15.85297 19.86016 15.70016 -0.2 0.6 1.1
C 13.34942 15.85600 14.42334 0.6 0.5 0.5
C 15.09485 25.95654 16.28245 0.6 0.7 1.1
C 14.53237 10.90455 13.57250 1.3 0.3 -0.6
C 14.63714 19.30747 25.35680 -0.7 -1.2 -0.1
C 24.22803 11.27730 8.79877 -0.4 1.0 -0.3
C 8.50923 12.67185 18.99343 0.0 -1.1 1.1
C 18.50583 14.25266 11.40214 1.6 -1.1 0.9
C 17.56735 19.14155 18.89807 0.9 0.3 1.1
C 16.56255 14.63815 22.13511 0.6 0.3 -0.2
C 15.86303 18.43965 25.51112 1.2 -0.6 -0.7
C 7.00195 15.17423 14.12451 1.5 0.1 -0.4
C 11.14627 14.37621 16.68819 -0.4 -0.9 -0.4
C 22.27184 17.45284 10.53729 0.3 1.1 1.3
C 22.24033 17.03547 15.35959 1.2 0.3 0.2
C 19.91430 10.73014 14.50137 0.2 0.1 0.0
C 9.10520 13.51513 17.91725 -1.4 0.5 -0.3
C 11.92798 15.45446 14.01103 0.1 0.5 0.0
C 15.51417 17.18748 23.33637 -0.4 -0.1 -1.0
C 10.51915 22.98300 14.83954 0.6 -0.8 0.5
C 16.53176 18.00331 24.12511 -1.1 0.2 1.7
C 13.25797 24.82579 17.68208 -1.1 1.0 0.2
C 14.09898 26.05360 17.45543 0.8 -0.2 -0.6
C 15.19902 14.43080 18.78628 0.8 0.5 -0.5
C 9.33836 14.03013 14.26165 0.3 1.2 0.7
C 7.06442 25.52363 18.09030 -0.4 1.3 -0.8
C 8.50663 15.27437 14.60254 -1.0 0.1 0.4
C 17.04456 18.80046 20.34752 -0.6 0.0 -0.2
C 6.44406 16.56488 14.04533 -0.6 0.2 -0.6
C 13.26097 12.29275 15.33891 -0.3 -1.8 -0.2
C 14.60183 16.20396 20.59659 0.2 -0.3 0.0
C 10.50828 13.19672 17.53249 0.8 0.7 -0.6
C 13.68458 17.29294 13.94837 -0.4 -0.5 -1.6
C 11.54088 22.90524 13.67512 -1.4 0.2 0.4
C 22.71309 11.33292 9.12011 -0.4 0.2 1.8
C 16.27927 15.50355 9.88877 -0.5 1.2 -1.4
C 9.67126 22.05208 12.07762 2.0 0.8 -0.1
C 14.63451 20.23977 16.67048 0.8 -1.6 -2.2
C 10.31255 23.36133 18.05856 -0.8 -0.3 -1.1
C 14.86746 15.91217 19.04674 -0.1 0.2 1.7
C 21.37731 15.35182 11.69664 0.0 -0.1 -0.3
C 22.23075 18.44282 9.35112 0.1 -1.2 -0.1
C 13.52099 17.42973 12.39390 0.8 -0.2 1.2
C 23.74237 16.92624 15.85272 -1.5 0.3 1.1
H 22.57785 11.94590 11.26403 0.0 -0.5 0.0
H 11.87270 15.21290 12.94957 0.0 -0.1 -0.1
H 13.03417 18.04179 14.40035 -0.3 -0.2 0.4
H 9.71798 22.45107 18.13615 -0.4 0.0 -0.1
H 24.94955 11.38157 9.60911 -0.4 -0.7 0.5
H 21.01827 15.98628 12.50698 -0.2 0.0 -0.1
H 21.59410 12.75912 13.27300 0.1 -0.2 0.4
H 10.63501 15.32937 16.82304 0.2 0.1 0.6
H 19.95967 8.73010 13.54156 0.0 0.4 -0.2
H 17.01741 14.86828 24.17723 0.0 -0.3 0.4
H 19.36624 8.76950 15.17694 0.3 -0.2 0.1
H 24.49187 12.17683 8.24259 -0.2 0.1 -0.4
H 15.66190 16.53828 18.64059 0.3 -0.1 0.3
H 23.10014 19.09959 9.32083 -0.3 0.1 0.4
H 22.18277 14.91954 14.68411 0.8 0.4 -0.9
H 16.60706 20.64720 15.70367 0.0 0.2 0.0
H 13.98985 13.08510 15.16857 0.0 0.0 -0.3
H 11.59346 23.09578 11.58404 -0.2 -0.6 -0.4
H 11.18475 11.71093 14.63435 0.1 -0.1 0.8
H 7.00579 14.71240 13.13719 -0.2 -0.1 -0.1
H 20.69802 15.57044 14.79118 -0.9 0.7 0.0
H 10.34958 24.09555 12.10409 0.1 0.5 0.9
H 9.87238 25.52443 17.70336 0.1 0.0 -0.7
H 20.01489 11.89846 10.39403 0.2 -0.3 -0.2
H 15.55855 17.59478 26.12885 0.3 -0.4 -0.2
H 23.90792 17.97453 16.10125 0.4 0.1 0.1
H 14.71244 25.98600 15.26216 -0.4 -0.1 0.2
H 20.96013 10.64274 14.79584 0.2 0.1 -0.1
H 13.99696 15.39259 21.00146 0.0 -0.3 0.0
H 10.24635 21.14772 12.27635 -0.9 -0.6 -0.1
H 8.44132 13.32443 17.07405 0.0 0.2 -0.5
H 14.45976 19.89419 26.25814 0.2 0.8 -0.6
H 19.45239 11.35359 15.26691 -0.4 -0.6 0.3
H 20.20279 10.66393 12.53129 0.4 0.8 -0.9
H 19.45237 19.50179 17.77533 -0.4 0.1 -0.1
H 14.64510 17.77824 23.04683 0.1 0.4 -0.1
H 18.77186 11.58017 12.87220 -0.2 0.0 0.2
H 8.76279 13.22059 14.71049 0.6 -0.6 -0.5
H 10.88223 23.29173 18.98523 0.7 0.3 -0.3
H 13.26140 13.43600 18.57150 -0.1 0.1 0.2
H 11.38695 16.39207 14.13854 -0.7 -0.1 0.1
H 12.96414 24.63766 15.53274 0.1 -0.2 0.1
H 14.25709 16.79042 11.90652 0.1 0.1 -0.1
H 6.34684 14.58672 14.76775 0.5 -0.3 0.2
H 24.49261 10.44659 8.14455 -0.1 -0.1 0.3
H 17.17555 12.37371 23.41375 0.1 -0.3 0.1
H 18.84184 12.77921 22.85935 -0.5 -0.1 -0.5
H 6.19746 25.63487 17.43906 -0.1 0.0 0.0
H 16.12552 14.14101 19.28199 0.1 0.4 0.3
H 5.39198 16.53423 13.76199 -0.2 0.0 0.4
H 13.77076 18.64605 25.35618 -0.2 -0.2 0.0
H 13.10660 10.13220 14.68447 -0.7 0.1 1.0
H 20.57407 13.25424 9.36847 -0.3 0.0 0.0
H 19.54959 18.15616 18.86008 0.1 -0.1 0.2
H 15.00913 20.42509 17.67716 0.0 0.6 -0.1
H 22.13116 11.53711 8.22136 0.1 0.2 -0.1
H 25.76566 16.40800 17.79922 0.0 0.1 -0.3
H 14.10675 15.15167 14.07914 0.0 0.0 -0.2
H 15.60895 19.69887 14.65014 -0.4 0.0 0.1
H 13.98663 13.45858 20.21714 -0.4 -0.2 0.0
H 15.76950 13.93214 11.12922 -0.1 -0.3 0.4
H 8.79681 22.17871 12.71590 0.2 -0.1 0.1
H 15.21600 10.06262 13.46342 -0.3 -0.4 -0.1
H 24.96323 14.84334 18.09213 -0.1 0.3 0.5
H 22.34278 17.80757 8.47248 -0.1 0.0 -0.5
H 14.06009 19.31883 16.77055 -0.4 0.0 0.0
H 11.10177 12.99583 18.42441 0.2 0.3 0.0
H 21.42892 18.81840 16.56972 0.3 0.1 -1.3
H 22.31118 10.40281 9.52193 0.3 -0.6 -0.5
H 11.88994 20.80223 16.90330 -0.1 -0.5 0.0
H 9.46950 14.03886 13.17960 -0.3 -0.7 -0.1
H 21.29570 18.98978 9.23025 0.1 0.0 0.3
H 17.33132 20.17053 18.62681 -0.7 0.0 0.3
H 16.67500 18.91048 26.06530 -0.1 0.3 0.0
H 14.53705 22.16717 16.07684 -0.4 0.8 0.0
H 18.18856 14.05210 12.42548 -0.8 0.3 0.0
H 18.26834 13.48252 9.42417 -0.3 0.0 -0.3
H 18.38800 15.15356 23.17997 0.2 -0.1 -0.2
H 17.07864 15.72761 9.18244 0.0 0.5 0.1
H 15.55025 14.42038 17.75447 -0.4 -0.4 -0.4
H 16.79813 18.96065 23.67719 0.2 -0.3 -0.5
H 13.96160 17.05162 20.84089 0.1 0.5 -0.6
H 9.33640 24.93602 19.12123 -0.3 -0.4 0.4
H 11.97304 21.90457 13.67864 0.3 0.1 -0.2
H 8.96216 14.57590 18.12316 0.3 0.1 0.2
H 20.42855 16.52519 10.07986 -0.2 -0.2 0.1
H 14.57402 19.71536 24.34797 0.2 1.1 0.4
H 12.20785 14.46337 16.91962 0.0 0.3 0.0
H 18.64084 15.32976 11.30354 -1.0 0.2 -0.5
H 8.52631 11.62603 18.68673 -0.4 -0.1 -0.2
H 14.50282 10.45170 15.69799 0.0 0.3 0.0
H 23.31525 17.20289 10.72945 0.2 -0.4 -0.2
H 16.93699 14.30232 21.16809 0.5 -0.2 0.0
H 15.60655 13.53883 9.49134 0.6 -0.4 -0.4
H 18.79868 11.78293 25.09554 0.3 0.2 0.6
H 16.39736 18.98244 16.04851 -0.2 -0.1 0.1
H 20.34028 17.46176 16.42108 0.0 0.1 -0.6
H 15.20034 11.74285 13.37461 -0.1 0.4 0.3
H 22.00618 17.91823 11.48647 -0.3 0.6 0.0
H 13.57477 26.98733 17.25181 -0.8 -0.2 0.2
H 12.66552 25.06172 18.56607 -0.6 -0.1 0.0
H 25.55122 15.08542 16.55188 0.3 0.5 -0.5
H 12.73064 21.76409 18.02357 0.6 0.2 0.1
H 18.32399 9.33251 13.98386 0.0 0.2 -0.5
H 15.80567 25.13634 16.38303 -0.1 -0.1 0.0
H 6.66878 25.40498 19.09901 0.4 -0.2 0.1
H 9.85539 22.11841 14.84310 0.0 -0.1 0.1
H 13.74478 18.46255 12.12691 -0.2 -0.1 -0.3
H 15.64894 14.06503 22.29305 -0.2 0.1 0.2
H 14.60012 26.22251 18.40854 0.5 0.2 -0.2
H 18.10685 17.50112 21.63976 0.3 -0.4 0.0
H 17.82034 16.81230 20.05689 -0.2 -0.6 0.2
H 15.96077 18.90564 20.39697 -0.2 0.4 -0.4
H 22.39527 15.07547 11.97142 0.2 -0.3 0.0
H 17.43776 19.48671 21.09756 0.1 0.2 -0.2
H 16.27887 16.21781 10.71214 0.4 -0.3 0.1
H 14.59207 12.36675 18.99689 0.1 0.0 -0.1
H 21.90047 15.71392 9.54654 -0.4 -0.9 0.0
H 13.65836 21.24108 14.95760 -0.7 -0.4 0.3
H 10.53008 12.25596 16.98240 0.1 -0.1 -0.2
H 7.97242 24.31482 16.50275 -0.2 0.2 -0.1
H 14.69999 17.56089 14.24034 0.1 -0.2 -0.1
H 21.65275 17.46063 17.46523 0.6 -0.8 -0.1
H 19.61617 19.81071 19.47862 -0.2 0.0 0.2
H 13.44974 15.90223 15.50773 -0.2 -0.3 0.2
H 7.48904 12.95327 19.25444 0.0 0.0 -0.3
H 9.03347 12.61370 19.94731 0.4 0.6 0.0
H 15.04901 16.46537 24.00740 0.3 -0.5 -0.1
H 19.72060 13.30269 24.77122 0.3 -0.4 0.3
H 22.79857 13.25682 10.19416 0.1 0.2 -0.2
H 13.99431 16.29886 18.52122 -0.4 -0.4 0.0
H 7.62240 26.45664 18.01132 -0.3 0.4 0.3
H 13.10291 12.27019 16.41715 -0.3 0.1 0.1
H 8.43568 15.45664 15.67485 0.3 -0.2 0.2
H 6.88680 17.11238 13.21326 0.4 0.3 0.4
H 6.57101 17.05276 15.01174 -0.1 0.4 -0.2
H 15.34703 15.68403 9.35356 0.0 0.5 -0.1
H 17.41317 17.40518 24.35635 0.1 0.1 -0.2
H 12.30266 23.65083 13.90288 0.2 -0.1 -0.6
H 11.58454 25.33785 16.33133 0.2 0.3 0.2
H 17.04092 18.48637 18.20402 0.4 -0.1 -0.2
H 9.36556 22.10828 11.03287 0.0 -0.2 0.1
H 13.80342 10.89054 12.76223 0.0 -0.1 0.0
H 9.90495 23.84169 14.56840 -0.1 0.4 1.0
H 8.98442 16.17646 14.22039 -0.2 0.0 -0.3
H 24.50259 16.65076 15.12178 -0.2 -0.4 -0.2
H 12.54069 17.09583 12.05384 -0.1 0.4 0.0
H 15.63086 26.89131 16.44681 0.6 -0.1 -0.6
H 13.85868 24.00086 18.06517 0.2 -0.3 -0.8
H 17.57174 12.37773 10.58796 0.3 0.0 0.4
H 12.02339 12.56921 13.50658 0.7 -0.1 -0.3
H 22.24504 17.57426 14.41207 -0.1 0.1 0.0
H 18.34832 13.43406 25.78035 -0.6 -0.4 0.0
H 20.12061 13.50236 13.94166 0.0 -0.3 0.4
H 21.68821 15.28507 16.07699 -0.8 -0.4 1.1
H 7.68101 23.53140 18.03825 -0.3 -0.4 -0.4